1.
Molecular formula: C5H11NO
Method: DFT, wB97M-V/def2-TZVPD

Positions of all 18 atoms, in Å:
C (-1.748, 1.443, -0.437)
N (-1.158, 0.782, 0.734)
C (-0.881, -0.864, 0.502)
O (-1.453, -1.411, -0.417)
H (-1.730, 0.899, 1.567)
H (-0.758, -1.285, 1.509)
H (-2.740, 1.047, -0.654)
H (-1.119, 1.249, -1.305)
H (-1.779, 2.519, -0.270)
C (1.398, -0.525, -1.286)
C (1.033, -0.462, 0.168)
C (1.902, -0.740, 1.144)
H (0.032, 0.663, 0.620)
H (0.652, -1.108, -1.836)
H (1.412, 0.476, -1.730)
H (2.378, -0.982, -1.459)
H (1.600, -0.761, 2.190)
H (2.958, -0.939, 0.961)

The value obtained for the gap between HOMO and LUMO is 8.99 eV. Its total energy is -8897.07197 eV. The largest force on an atom comes out at 1.7 eV Å⁻¹. The energy above the lowest of the compared OMol25 structures with the same formula, charge and spin is 446.3 kJ/mol.

2.
Molecular formula: C5H11NO
Method: DFT, wB97M-V/def2-TZVPD

Positions of all 18 atoms, in Å:
C (-1.405, -1.319, -0.888)
C (-0.479, -0.068, -0.612)
C (-0.344, 0.400, 0.872)
C (1.150, 0.788, 1.015)
C (2.108, -0.328, 1.250)
O (3.284, -0.006, 1.219)
N (-0.805, 1.089, -1.437)
H (-2.055, -1.320, -0.027)
H (-0.762, -2.198, -0.881)
H (-1.892, -1.268, -1.848)
H (0.506, -0.528, -0.906)
H (-0.991, 1.275, 1.029)
H (-0.709, -0.300, 1.627)
H (1.456, 1.297, 0.120)
H (1.235, 1.587, 1.755)
H (1.868, -1.357, 1.490)
H (-1.753, 1.426, -1.445)
H (-0.413, 0.829, -2.333)

The value obtained for the gap between HOMO and LUMO is 10.25 eV. Its total energy is -8899.76914 eV. The largest force on an atom comes out at 2.9 eV Å⁻¹. The energy above the lowest of the compared OMol25 structures with the same formula, charge and spin is 186.0 kJ/mol.